This record from the OMol25 dataset describes a 9-piece molecular cluster, C22H65N15O11 overall. The level of theory is ωB97M-V/def2-TZVPD.

```
113
Properties=species:S:1:pos:R:3:forces:R:3
C -4.011454 0.001184 -0.897448 -1.4 -0.3 2.2
O -4.995372 -1.069450 -0.915270 1.2 0.1 -2.8
C -5.088283 -1.781038 -2.236633 0.6 -0.4 3.2
C -5.208010 -3.308791 -1.776576 -2.2 2.4 -1.3
C -5.396062 -4.131326 -3.001826 0.2 0.2 -1.9
N -6.410706 -3.433812 -0.918547 1.2 -1.0 1.0
H -4.513208 0.656617 -0.185583 0.1 0.9 -0.4
H -3.725173 0.543217 -1.798741 -0.3 -0.5 -0.2
H -3.160800 -0.285072 -0.278953 0.6 -0.5 -0.7
H -5.927395 -1.320000 -2.757628 -0.3 -0.6 -0.1
H -4.195870 -1.606331 -2.837615 0.2 -0.1 0.1
H -4.277872 -3.566188 -1.269938 -0.3 0.1 0.4
H -6.269023 -3.830918 -3.581312 -0.4 0.4 0.3
H -5.541844 -5.209111 -2.929554 0.7 0.0 0.5
H -4.594236 -3.828111 -3.675052 0.4 -0.8 -0.3
H -7.304712 -3.175859 -1.311365 0.3 0.6 -0.7
H -6.473547 -4.440418 -0.864739 -0.4 -0.4 0.7
C 3.629323 5.316957 3.181908 -1.0 -0.6 -1.1
O 3.381014 6.538105 2.529546 0.9 1.0 0.1
C 4.443616 7.505704 2.769324 -1.5 -1.0 1.3
C 3.881798 8.925900 2.626839 1.5 -1.6 -0.5
N 3.327832 9.152954 1.292088 0.2 0.1 1.3
C 2.486144 10.299929 1.416624 -1.1 1.9 -1.9
C 1.194857 10.184916 2.203584 -0.2 -0.3 -0.9
O 0.907885 11.373016 2.922876 1.4 -0.5 0.0
C -0.429786 11.618222 3.109031 -1.7 0.5 -0.4
H 4.458996 4.753394 2.755138 0.6 0.2 0.1
H 2.757526 4.744181 2.865670 -0.1 -0.4 0.5
H 3.683743 5.348208 4.270097 0.1 0.3 0.1
H 5.345348 7.160452 2.263582 0.0 0.6 -0.6
H 4.628115 7.374268 3.835530 0.6 0.2 0.3
H 4.721587 9.608256 2.758138 0.1 0.2 0.6
H 3.174234 9.042160 3.447777 -0.2 0.2 -0.3
H 4.107772 9.581818 0.814733 0.3 -0.7 -0.7
H 2.142839 10.517826 0.405310 0.0 -0.1 -0.4
H 3.026448 11.230510 1.590365 0.2 0.2 1.1
H 1.189778 9.236323 2.740476 -0.1 0.2 0.8
H 0.463945 10.035738 1.408847 -0.6 0.1 0.3
H -0.654634 12.656580 3.352652 0.8 0.1 0.7
H -0.911807 10.970093 3.840950 0.0 -0.2 0.1
H -0.992073 11.577450 2.176144 -0.1 -0.7 -0.4
C -0.818417 -1.527251 -6.268778 1.2 0.4 1.0
O 0.302729 -2.092626 -6.909733 0.0 -1.3 -1.1
C 1.549834 -2.118418 -6.245462 0.0 0.7 0.1
C 1.977827 -3.474386 -5.661122 -0.8 0.5 -0.7
N 0.807361 -4.165748 -5.113447 1.7 0.4 0.8
C 1.132640 -5.553259 -4.790456 -2.3 -0.3 -0.2
C -0.237660 -6.330984 -4.820495 1.2 0.1 -1.3
O -0.810397 -6.425748 -6.170896 1.5 0.6 0.1
C 0.068663 -7.217676 -7.055563 -1.0 -1.2 2.1
H -0.706826 -1.687330 -5.196387 -0.5 -0.3 0.2
H -1.740766 -1.957924 -6.658538 0.2 0.1 0.0
H -0.756357 -0.442697 -6.358064 -0.5 0.2 -0.4
H 1.513696 -1.319042 -5.505330 0.3 -0.1 0.4
H 2.295143 -1.853013 -6.995237 0.1 0.2 0.0
H 2.846141 -3.324895 -5.019420 -0.5 0.2 0.9
H 2.477070 -4.040157 -6.447738 -0.4 -0.5 -0.6
H 0.063009 -4.067393 -5.788993 -0.1 -0.4 -0.2
H 1.454301 -5.677117 -3.756389 0.5 0.3 0.0
H 1.882943 -5.910585 -5.495749 0.1 -0.4 0.2
H -0.851641 -5.753765 -4.129169 -0.6 0.1 -0.6
H -0.172573 -7.328853 -4.386768 0.3 -0.2 -0.1
H -0.058476 -8.209492 -6.621718 0.0 -0.6 -0.3
H 1.145639 -7.092404 -6.943655 -0.1 1.0 -0.3
H -0.262194 -7.298542 -8.090994 -0.2 0.8 0.2
N -1.163041 5.070061 5.501052 -0.8 2.7 0.3
C -0.844578 3.810451 5.236181 0.7 1.5 2.0
N -1.158228 3.453149 4.046785 -1.4 -2.0 -5.2
O -0.282655 3.123772 6.025248 1.4 -2.4 2.4
H -0.889923 5.486355 6.379804 -0.1 -0.1 -0.4
H -1.679179 5.576896 4.796209 0.1 0.3 0.7
H -1.346744 4.127594 3.318984 -0.1 -0.4 0.1
H -1.089445 2.478183 3.792215 0.1 0.4 0.0
N -2.533861 -6.862448 1.281029 -0.3 4.4 1.2
C -3.414404 -7.637374 0.695456 -4.3 -0.7 0.1
N -2.937530 -8.828543 0.551185 0.6 -5.1 -1.6
O -4.655862 -7.435437 0.448737 3.5 0.8 0.4
H -3.080260 -6.091074 1.636734 0.9 0.6 0.3
H -1.633268 -7.062349 1.692219 -0.4 -0.3 -0.4
H -2.104878 -9.204626 0.981717 -0.2 0.4 -0.1
H -3.640165 -9.496223 0.267269 0.3 -0.1 -0.1
N 1.263253 -3.290962 6.904887 -1.0 -3.0 0.1
C 1.785670 -2.081293 6.938584 2.8 -1.2 2.2
N 1.096633 -1.320521 6.165351 -2.2 4.6 -2.9
O 2.792990 -1.801924 7.556949 0.4 0.6 0.4
H 0.448103 -3.294166 6.308533 0.0 -1.4 0.8
H 1.432303 -3.907781 7.686587 -0.3 -0.1 -0.5
H 0.172743 -1.618630 5.886697 0.2 0.6 0.1
H 1.255470 -0.326104 6.242803 -0.1 -0.1 -0.2
N 0.895599 -1.440162 0.607246 1.6 0.9 7.0
C 0.546950 -1.449520 -0.608388 0.1 3.0 -3.4
N 0.122632 -2.557043 -1.035600 -2.3 -7.0 -2.7
O 0.628452 -0.534358 -1.389688 0.7 2.8 -0.9
H 1.011654 -0.543041 1.056468 0.0 -0.1 -0.1
H 0.531771 -2.167233 1.206492 0.2 0.2 0.1
H 0.089290 -3.401575 -0.482651 0.1 0.1 0.0
H 0.250824 -2.723829 -2.023458 -0.4 0.1 0.0
N 0.106951 5.472346 0.659500 -0.4 4.2 3.9
C 0.046298 4.623801 -0.316183 -0.8 -1.7 -0.5
N 1.080279 3.780346 -0.298099 1.5 -1.4 -0.9
O -0.965545 4.577422 -0.961950 -1.2 -1.0 -1.7
H -0.824910 5.688336 0.983689 0.3 0.7 -0.1
H 0.851329 5.574550 1.334440 -0.1 -0.3 -0.2
H 0.959945 2.862065 -0.701058 0.6 0.4 -0.4
H 1.953606 4.192350 -0.002023 0.1 -0.9 -0.1
N 3.844262 -6.520100 2.164597 1.5 -2.9 2.9
C 3.207693 -5.746166 1.346566 -1.7 -1.4 -0.5
N 3.924362 -4.719601 1.030144 0.3 3.6 -2.0
O 2.105769 -6.020623 0.913845 -1.3 0.3 -0.8
H 4.512908 -6.030084 2.741556 -0.1 -1.0 0.4
H 3.272622 -7.285226 2.493111 0.5 0.1 0.5
H 4.776963 -4.484464 1.517880 -0.4 0.4 -0.5
H 3.304531 -4.113441 0.511997 1.1 1.0 -0.1
```
Positions in Å, forces in eV/Å.

LUMO in eV: -0.3
Max |F| in eV/Å: 7.87
2S+1: 1
E in Ha: -2526.05545
Highest occupied orbital energy in eV: -8.6151
ΔE to the lowest compared entry with this formula, charge and spin in kJ/mol: 1067.4

Atom charges from the Mulliken analysis, given in e for atoms 1 to 5:
1. C -0.7545
2. O -0.3212
3. C -0.7751
4. C 0.5765
5. C -1.4385

This record from the OMol25 dataset describes a 7-piece molecular cluster, C22H65N6O7 overall. The level of theory is ωB97M-V/def2-TZVPD.

```
100
Properties=species:S:1:pos:R:3:forces:R:3
N 0.398245 0.365270 0.753828 0.2 0.3 -0.6
H 0.805069 -0.535352 0.545326 0.1 -1.1 -0.6
H -0.414931 0.297974 1.349066 -0.7 -0.3 1.0
H 0.160920 0.893189 -0.073865 -0.3 0.2 -0.7
H 1.159420 0.820433 1.237101 0.3 0.3 0.6
C 1.869111 3.073101 2.352584 0.1 0.1 2.2
C 2.159742 1.832996 3.208104 -0.3 1.1 -0.2
O 2.432099 0.789646 2.351692 0.9 0.0 -1.1
O 0.534135 3.063613 1.851859 0.2 0.1 -0.6
H 2.617734 3.283575 1.588810 -0.3 -0.5 -0.4
H 1.996917 3.894011 3.058197 -0.2 0.5 0.0
H 1.301045 1.536685 3.810546 -0.5 0.5 0.2
H 2.951709 2.023408 3.932410 0.4 0.1 -0.1
H 2.606786 0.013954 2.889640 0.2 -1.4 0.5
H -0.054366 3.377046 2.542525 0.0 0.0 0.1
C -2.004662 3.636965 -0.630510 1.8 1.5 -1.4
C -0.663159 3.581081 -1.521189 0.0 -0.1 1.8
C 0.282202 4.817747 -1.226587 -0.9 0.3 -0.7
O 1.678080 4.751578 -1.639617 -0.7 -0.2 0.9
C 1.936077 4.672925 -3.034298 -1.8 -0.4 0.2
N 0.077289 2.426483 -1.007051 0.2 0.1 -1.0
H -2.751348 2.858616 -0.787778 0.5 -0.2 -0.2
H -2.449616 4.600221 -0.880055 -0.4 0.1 0.2
H -1.651431 3.688438 0.399377 -0.3 -0.2 0.1
H -0.857423 3.483514 -2.589293 -0.2 -0.1 0.1
H 0.284697 5.013952 -0.154409 0.4 -0.5 0.1
H -0.259820 5.685610 -1.602242 0.4 0.5 -0.7
H 1.287208 3.879925 -3.406081 0.1 -0.2 -0.6
H 2.958076 4.391000 -3.287514 0.0 0.4 0.5
H 1.593546 5.592971 -3.507903 0.4 0.2 -0.3
H 0.836704 2.285547 -1.657826 0.5 -0.4 -0.2
H 0.552696 2.823782 -0.209403 0.1 -0.3 0.6
C -3.041102 1.657287 3.242011 -1.2 0.7 -0.5
C -2.171465 0.526263 3.689789 1.1 -0.1 -0.7
C -2.913946 -0.418523 4.592301 0.0 -1.4 2.0
O -2.175926 -1.530385 5.306930 -0.2 1.3 -1.4
C -0.996973 -1.099172 6.026576 -2.0 0.8 0.3
N -1.700770 -0.261251 2.518533 -0.1 0.3 1.0
H -3.961232 1.299111 2.780292 -0.2 -0.3 0.0
H -2.623322 2.299595 2.466763 0.6 -0.2 0.0
H -3.354932 2.334814 4.036099 0.1 -0.2 0.3
H -1.300220 1.001453 4.140594 0.2 -0.3 0.4
H -3.641354 -0.953650 3.981871 0.0 -0.1 0.0
H -3.501863 0.118617 5.336558 0.1 0.2 0.3
H -1.353967 -0.531531 6.885909 0.0 0.6 0.2
H -0.455959 -0.402809 5.385892 0.9 -0.7 0.3
H -0.521997 -1.939617 6.532696 0.4 -0.2 -1.0
H -2.542996 -0.493983 2.011984 -0.5 0.1 -0.5
H -1.570505 -1.162755 2.954908 1.0 -0.6 -0.1
C 3.948319 -1.518301 -0.037487 0.0 0.2 0.5
C 2.844846 -2.460328 -0.467920 0.3 -1.3 -0.2
C 3.091654 -3.998011 -0.182645 0.1 1.1 -0.8
O 2.014116 -4.721816 -0.767568 -0.8 -0.3 0.0
C 1.873131 -6.079709 -0.353601 1.2 0.0 0.6
N 1.567751 -2.123144 0.093302 -0.8 0.5 -0.1
H 3.821985 -0.516349 -0.447658 -0.2 -0.1 -0.4
H 4.927055 -1.890152 -0.340646 0.1 0.0 0.1
H 3.916331 -1.314772 1.032865 0.2 -0.4 0.2
H 2.728375 -2.333478 -1.544233 0.0 -0.3 -0.3
H 3.138440 -4.166094 0.893301 0.1 0.0 0.2
H 4.014055 -4.285278 -0.687384 0.3 -0.3 0.2
H 2.848829 -6.565596 -0.349760 0.3 -0.2 -0.5
H 1.194449 -6.666068 -0.973018 0.0 0.6 -0.2
H 1.595270 -6.219608 0.691062 -0.6 0.6 0.2
H 0.900523 -2.702586 -0.395750 -0.4 -0.1 0.0
H 1.513874 -2.426731 1.055083 0.2 -0.1 0.6
C -3.079656 0.016635 -0.605212 0.5 0.5 -0.2
C -3.638184 -1.369147 -0.347952 1.2 -0.1 1.3
C -2.577991 -2.531309 -0.488091 -0.7 1.5 -1.0
O -2.039323 -2.519428 -1.817650 0.1 -1.2 0.5
C -1.326047 -3.766454 -2.031829 0.1 0.9 1.0
N -3.991685 -1.328423 1.103367 -0.7 -0.4 -0.9
H -2.544384 0.428330 0.250408 0.4 -0.4 -0.1
H -3.886604 0.742250 -0.707356 -0.2 -0.1 -0.5
H -2.421815 0.025896 -1.474270 -0.2 0.2 0.0
H -4.519927 -1.407853 -0.987588 0.1 -1.0 -0.1
H -2.985723 -3.509561 -0.233363 -0.5 -0.1 -0.2
H -1.772681 -2.367084 0.227880 0.2 0.3 0.2
H -0.583439 -3.616756 -2.815554 -0.5 -0.2 -0.3
H -2.005238 -4.615781 -2.105586 -0.2 0.1 -0.8
H -0.756729 -4.019050 -1.137307 0.3 0.2 0.3
H -4.821996 -0.754163 1.133538 -0.3 0.2 0.5
H -4.280265 -2.242831 1.420646 -0.2 -0.3 0.1
C -0.499900 -1.248724 -5.000623 0.5 0.0 0.9
C 0.173763 -0.509090 -3.765888 1.4 -1.3 -0.9
C 1.689154 -0.075002 -3.902867 -1.6 -0.4 0.1
O 2.077834 0.699833 -2.752834 0.5 -0.5 -1.3
C 3.494050 1.082152 -2.728221 -2.1 0.1 0.6
N -0.669029 0.592685 -3.522068 -1.0 1.4 0.4
H -0.582112 -0.607430 -5.878172 0.6 0.0 0.0
H -1.545000 -1.461484 -4.775661 -0.1 0.2 0.5
H -0.110485 -2.242387 -5.222203 0.5 0.2 -0.2
H 0.128761 -1.139616 -2.877903 0.3 -0.7 0.0
H 1.752454 0.480741 -4.838411 0.4 0.4 0.0
H 2.277897 -0.989997 -3.968156 0.3 0.0 0.0
H 3.427522 1.637392 -1.792597 1.1 0.0 0.0
H 3.754282 1.760541 -3.540729 -0.1 -0.1 -0.2
H 4.154495 0.215441 -2.701642 0.0 0.0 0.1
H -1.467843 0.120992 -3.122682 -0.7 0.5 -0.1
H -0.307379 1.143339 -2.756513 0.1 0.1 0.2
```
Positions in Å, forces in eV/Å.

Expectation value of S²: 0.751
LUMO (spin up / spin down) in eV: 0.5 / 0.5
Max |F| in eV/Å: 2.71
2S+1: 2
E in Ha: -1732.12788
Highest occupied orbital energy (spin up / spin down) in eV: -1.9932 / -9.2092
ΔE to the lowest compared entry with this formula, charge and spin in kJ/mol: 11.4

Atom charges from the Mulliken analysis, given in e for atoms 1 to 5:
1. N 0.9431
2. H -0.3913
3. H 0.4920
4. H -0.0775
5. H 1.0006